The following is a DFT calculation (the ωB97M-V functional and the def2-TZVPD basis) of a molecular structure, C20H51N3O14PVY.

Element x y z (Å)
C: 0.408 0.743 -6.415
C: -0.013 0.960 -4.924
C: -0.629 2.420 -4.748
O: -1.069 2.672 -3.418
C: -2.161 3.545 -3.302
N: -1.088 -0.053 -4.500
H: -1.449 -0.004 -3.558
H: -1.894 -0.124 -5.105
H: -0.577 -0.925 -4.491
H: -0.119 1.343 -7.157
H: 0.353 -0.286 -6.769
H: 1.413 1.141 -6.559
H: 0.792 0.834 -4.200
H: -1.483 2.550 -5.412
H: 0.052 3.226 -5.022
H: -1.935 4.536 -3.695
H: -2.318 3.558 -2.224
H: -3.056 3.399 -3.907
Y: 1.648 -3.314 -4.241
O: -1.193 -3.102 0.092
V: -0.634 -3.950 -1.211
O: 0.671 -4.776 -0.705
P: -1.144 -3.634 -4.069
O: -1.922 -3.269 -2.855
O: -2.084 -4.294 -4.958
O: -0.056 -4.504 -3.399
O: -0.309 -2.600 -4.775
C: 1.522 -0.781 -0.066
C: 1.125 -0.819 -1.625
O: 1.055 -2.128 -2.164
H: 0.817 -1.360 0.530
H: 1.542 0.222 0.361
H: 2.476 -1.270 0.132
H: 1.838 -0.145 -2.099
H: 0.204 -0.236 -1.617
C: 0.842 -5.315 4.742
O: 1.824 -5.361 3.703
C: 2.173 -4.091 3.228
C: 3.074 -3.991 2.044
O: 4.403 -4.592 2.086
C: 4.537 -5.811 2.901
H: -0.103 -4.914 4.375
H: 0.950 -4.868 5.730
H: 0.461 -6.323 4.907
H: 2.611 -3.515 4.043
H: 1.258 -3.513 3.093
H: 3.228 -2.972 1.689
H: 2.612 -4.602 1.268
H: 3.868 -6.561 2.479
H: 4.218 -5.620 3.926
H: 5.536 -6.247 2.904
C: -1.574 0.628 1.222
O: -2.440 1.279 2.176
C: -2.780 2.668 1.744
C: -4.027 2.585 0.894
O: -4.433 3.923 0.570
C: -5.749 4.007 -0.083
H: -1.836 0.825 0.183
H: -1.637 -0.457 1.134
H: -0.532 0.907 1.376
H: -1.908 3.239 1.425
H: -3.011 3.174 2.681
H: -4.951 2.091 1.196
H: -3.850 2.176 -0.101
H: -5.844 3.297 -0.905
H: -5.746 4.982 -0.570
H: -6.670 3.881 0.486
C: 2.317 3.253 -0.025
O: 3.401 3.261 0.397
N: 1.542 4.351 -0.245
C: 0.196 4.174 -0.651
C: 1.907 5.648 0.366
H: 1.785 2.344 -0.346
H: 0.227 3.298 -1.300
H: -0.188 5.018 -1.224
H: -0.546 4.124 0.145
H: 1.696 6.394 -0.400
H: 1.326 5.790 1.277
H: 2.993 5.706 0.442
C: 0.722 -0.485 5.977
O: 1.158 0.354 6.678
N: 0.639 -0.387 4.651
C: -0.130 -1.165 3.722
C: 1.394 0.653 3.956
H: 0.258 -1.376 6.427
H: 0.462 -1.535 2.884
H: -0.829 -0.498 3.218
H: -0.708 -1.918 4.257
H: 0.773 1.012 3.135
H: 2.001 1.352 4.532
H: 2.315 0.154 3.655

Summary:
- Charge: +2
- DFT total energy: -3333.23295 a.u.
- HOMO energy (alpha / beta): -13.1872 / -13.1863 eV
- Frontier orbital gap (alpha / beta): 5.660 / 3.438 eV
- 2S+1: 2

=====

The following is a DFT calculation (the ωB97M-V functional and the def2-TZVPD basis) of a molecular structure, C47H50F7N5O10.

Element x y z (Å)
C: 1.975 7.354 -0.047
N: 1.565 6.086 -0.714
O: 0.841 6.197 -1.677
O: 1.846 5.046 -0.164
H: 2.844 7.211 0.584
H: 1.121 7.618 0.576
H: 2.119 8.114 -0.807
C: 1.046 -4.874 0.130
N: -0.006 -5.913 -0.073
O: -0.628 -6.230 0.926
O: -0.180 -6.370 -1.177
H: 1.647 -4.920 -0.774
H: 1.571 -5.219 1.017
H: 0.639 -3.884 0.307
C: -2.363 4.829 -2.814
N: -2.144 5.257 -4.203
O: -2.918 6.019 -4.731
O: -1.166 4.784 -4.748
H: -1.910 3.867 -2.593
H: -3.413 4.637 -2.588
H: -1.982 5.555 -2.102
C: 1.441 -1.939 3.736
N: 2.229 -3.052 3.165
O: 1.756 -4.173 3.193
O: 3.309 -2.762 2.664
H: 1.993 -1.626 4.627
H: 0.454 -2.281 4.015
H: 1.573 -1.097 3.063
C: 6.203 -2.380 0.112
N: 5.006 -1.950 -0.630
O: 4.741 -2.425 -1.696
O: 4.332 -1.109 -0.097
H: 5.990 -2.734 1.114
H: 6.814 -1.478 0.194
H: 6.815 -3.065 -0.466
F: -4.300 1.907 -0.197
C: -4.918 2.034 -1.393
C: -6.221 2.502 -1.393
C: -6.943 2.643 -2.580
C: -6.298 2.277 -3.764
C: -4.973 1.865 -3.747
C: -4.254 1.732 -2.573
H: -6.619 2.684 -0.401
H: -7.942 3.037 -2.470
H: -6.752 2.395 -4.739
H: -4.530 1.564 -4.688
H: -3.195 1.509 -2.538
F: 1.951 -4.061 -5.845
C: 1.534 -3.602 -4.661
C: 2.396 -2.755 -3.982
C: 1.998 -2.076 -2.849
C: 0.761 -2.362 -2.279
C: -0.132 -3.118 -3.031
C: 0.265 -3.837 -4.150
H: 3.337 -2.465 -4.438
H: 2.642 -1.381 -2.334
H: 0.488 -1.915 -1.332
H: -1.088 -3.370 -2.585
H: -0.425 -4.498 -4.656
F: -4.172 -2.154 1.493
C: -5.449 -2.076 1.053
C: -5.792 -1.147 0.096
C: -7.096 -1.047 -0.341
C: -8.098 -1.787 0.312
C: -7.717 -2.751 1.255
C: -6.391 -2.858 1.662
H: -4.949 -0.593 -0.306
H: -7.390 -0.296 -1.063
H: -9.118 -1.814 -0.044
H: -8.515 -3.330 1.701
H: -6.032 -3.451 2.497
F: 1.749 2.052 5.584
C: 2.712 2.711 4.905
C: 3.736 3.288 5.621
C: 4.774 3.873 4.898
C: 4.723 3.982 3.510
C: 3.617 3.473 2.819
C: 2.613 2.856 3.547
H: 3.737 3.306 6.702
H: 5.695 4.187 5.371
H: 5.607 4.314 2.983
H: 3.600 3.351 1.745
H: 1.837 2.346 2.986
F: -0.356 -2.200 0.613
C: -0.172 -0.879 0.373
C: -1.220 -0.112 -0.065
C: -0.997 1.234 -0.280
C: 0.232 1.818 -0.088
C: 1.308 0.983 0.214
C: 1.118 -0.369 0.484
H: -2.143 -0.653 -0.236
H: -1.894 1.769 -0.575
H: 0.469 2.869 -0.183
H: 2.323 1.347 0.314
H: 1.978 -0.972 0.745
F: 5.340 5.819 -2.355
C: 5.445 4.474 -2.493
C: 4.917 3.659 -1.507
C: 4.979 2.273 -1.650
C: 5.430 1.740 -2.856
C: 5.998 2.577 -3.800
C: 6.035 3.955 -3.626
H: 4.306 4.127 -0.744
H: 4.531 1.692 -0.855
H: 5.401 0.681 -3.080
H: 6.367 2.156 -4.726
H: 6.404 4.618 -4.397
F: -2.342 -7.918 3.728
C: -2.404 -6.583 3.821
C: -1.787 -5.805 2.861
C: -1.817 -4.415 2.999
C: -2.479 -3.829 4.058
C: -3.165 -4.634 4.959
C: -3.147 -6.012 4.868
H: -1.279 -6.262 2.022
H: -1.414 -3.800 2.204
H: -2.359 -2.753 4.099
H: -3.654 -4.207 5.827
H: -3.574 -6.626 5.646

Summary:
- DFT total energy: -3545.60091 a.u.
- HOMO energy: -8.4878 eV
- Frontier orbital gap: 8.239 eV

=====

The following is a DFT calculation (the ωB97M-V functional and the def2-TZVPD basis) of a molecular structure, C20H32MnN6S.

Element x y z (Å)
Mn: 0.688 -0.825 -0.975
C: 1.633 -0.945 -4.148
C: 2.829 -0.725 -3.245
N: 2.547 -1.019 -1.794
C: 3.074 -2.343 -1.353
C: 2.903 -2.465 0.150
N: 1.589 -1.880 0.586
C: 0.730 -2.850 1.335
C: 0.044 -3.836 0.413
C: -0.924 -3.181 -0.555
N: -0.228 -2.514 -1.704
C: -1.193 -2.125 -2.791
C: -1.459 -0.645 -2.694
N: -0.156 0.070 -2.643
C: 0.558 0.114 -3.966
H: 1.247 -1.960 -4.024
H: 1.984 -0.877 -5.180
H: 3.173 0.306 -3.329
H: 3.647 -1.372 -3.563
H: 3.056 -0.314 -1.252
H: 4.128 -2.442 -1.615
H: 2.538 -3.122 -1.897
H: 3.710 -1.946 0.667
H: 2.965 -3.514 0.437
H: 1.807 -1.144 1.256
H: -0.015 -2.281 1.896
H: 1.344 -3.387 2.059
H: -0.515 -4.538 1.032
H: 0.775 -4.437 -0.139
H: -1.552 -2.440 -0.050
H: -1.593 -3.941 -0.963
H: 0.413 -3.207 -2.087
H: -2.127 -2.675 -2.685
H: -0.773 -2.389 -3.759
H: -2.005 -0.417 -1.775
H: -2.069 -0.310 -3.534
H: -0.377 1.038 -2.416
H: 1.020 1.097 -4.060
H: -0.182 0.028 -4.763
S: -1.992 4.560 2.070
C: -1.285 3.005 1.536
C: -1.967 1.788 1.557
C: -1.422 0.696 0.909
N: -0.257 0.751 0.235
C: 0.405 1.926 0.227
C: -0.065 3.058 0.860
C: -2.167 4.474 3.861
C: -1.264 5.239 4.602
C: -1.462 5.355 5.978
N: -2.507 4.723 6.438
C: -3.418 3.995 5.848
C: -3.257 3.854 4.472
H: -2.938 1.689 2.022
H: -1.958 -0.245 0.905
H: 1.342 1.972 -0.319
H: 0.497 3.981 0.794
H: -0.438 5.770 4.150
H: -0.822 5.928 6.644
H: -4.241 3.577 6.419
H: -4.016 3.318 3.921

Summary:
- Charge: +4
- DFT total energy: -2657.49069 a.u.
- HOMO energy (alpha / beta): -20.0806 / -20.0695 eV
- Frontier orbital gap (alpha / beta): 5.846 / 6.518 eV
- ΔE to the lowest compared entry with this formula, charge and spin: 12.2 kcal/mol
- 2S+1: 4